Record 1
ORCA calculation (ωB97M-V/def2-TZVPD) on a structure of composition C46H28Cl2F4GeN5O2Rh.

The net charge is -2. The total energy comes out at -155138.008 eV. The spin multiplicity is 5. The HOMO-LUMO gap (alpha / beta) is 5.49 / 5.65 eV. For the lowest unoccupied orbital energy (alpha / beta), the calculation gives 3.88 / 2.13 eV. The HOMO energy (alpha / beta) comes out at -1.62 / -3.52 eV.

Element x y z (Å)
Rh 0.39404 -0.80006 -0.20097
F -4.30198 2.45448 2.81507
C -4.22283 1.71330 1.69798
C -5.07852 2.01614 0.68690
F -5.95251 3.01330 0.88880
C -5.06011 1.36007 -0.56927
C -4.11991 0.29714 -0.63197
C -3.25205 0.00102 0.37441
F -2.44722 -1.05218 0.20675
C -3.22432 0.71098 1.60629
C -2.30947 0.44140 2.64546
C -1.14748 -0.35084 2.46917
N -0.19160 -0.97721 2.31178
C -2.43460 0.97410 3.95792
N -2.50117 1.34321 5.04953
F -4.09095 -0.46903 -1.72750
C -5.88278 1.73643 -1.64769
C -5.85891 1.10463 -2.92009
N -5.90922 0.65272 -3.98101
C -6.78778 2.83162 -1.59914
N -7.55295 3.69538 -1.63225
Cl 0.30658 -8.28432 0.36778
C 0.17068 -6.77444 1.24923
C 1.20956 -6.41621 2.08394
C 1.14827 -5.21044 2.75954
C 0.02852 -4.40895 2.62950
C -1.02048 -4.80748 1.82118
Cl -2.44759 -3.82620 1.80418
C -0.96396 -5.97772 1.05275
N -1.99164 -6.35516 0.18378
C -2.47454 -5.40481 -0.79216
C -3.84689 -5.18568 -0.85422
C -4.37431 -4.26106 -1.73797
C -3.51701 -3.53686 -2.55904
C -2.15608 -3.77704 -2.50911
C -1.60615 -4.72562 -1.64475
C -0.12098 -4.95963 -1.65094
C 0.69882 -3.96247 -0.78704
O 1.85284 -4.27225 -0.49344
O 0.06551 -2.90115 -0.50127
H 2.07396 -7.06079 2.15890
H 1.97900 -4.88563 3.37034
H -0.04266 -3.45408 3.13237
H -1.80028 -7.25574 -0.23198
H -4.48148 -5.72469 -0.16167
H -5.44215 -4.08032 -1.76504
H -3.90475 -2.77643 -3.22513
H -1.48908 -3.20225 -3.14190
H 0.25031 -4.81996 -2.67016
H 0.14784 -5.97491 -1.36071
C 0.13089 1.00080 -0.43116
Ge -0.37440 1.91702 -2.01419
C -1.82939 3.19090 -1.65603
C -2.11233 3.55174 -0.33995
C -3.14981 4.42898 -0.04504
C -3.93915 4.94046 -1.06467
C -3.66373 4.60158 -2.38322
C -2.60885 3.74642 -2.67352
C -0.94517 0.67362 -3.44242
C -2.25561 0.52521 -3.88882
C -2.59538 -0.44394 -4.82745
C -1.61649 -1.28169 -5.33938
C -0.30115 -1.15153 -4.90662
C 0.02584 -0.18636 -3.96649
C 1.11470 2.92773 -2.83924
C 1.08902 3.31437 -4.17811
C 2.13780 4.03275 -4.73839
C 3.23935 4.37094 -3.96278
C 3.28698 3.98056 -2.63106
C 2.23289 3.26377 -2.07849
H -1.51586 3.12138 0.45889
H -3.36548 4.68465 0.98599
H -4.77834 5.58485 -0.83307
H -4.28300 4.99130 -3.18251
H -2.40656 3.49098 -3.70869
H -3.04042 1.15156 -3.48342
H -3.62881 -0.54637 -5.13542
H -1.87875 -2.04626 -6.06175
H 0.46705 -1.81365 -5.28964
H 1.05158 -0.10758 -3.62199
H 0.24274 3.03733 -4.79964
H 2.09981 4.32261 -5.78250
H 4.06183 4.92737 -4.39770
H 4.15029 4.22903 -2.02420
H 2.27839 2.93820 -1.04388
C 2.36286 -0.66091 -0.71214
H 2.91495 0.03219 -0.07602
H 2.50258 -0.34505 -1.75040
H 2.75176 -1.67542 -0.59025

Force components x, y, z for each atom (eV/Å):
Rh 0.022 -0.062 -0.083
F 0.016 -0.018 -0.050
C -0.024 0.023 0.070
C -0.020 0.023 0.006
F 0.041 -0.017 0.011
C 0.030 0.006 -0.002
C 0.065 -0.014 -0.009
C 0.005 -0.033 -0.035
F -0.005 0.062 0.049
C 0.009 -0.063 0.003
C 0.018 0.078 0.091
C -0.202 -0.042 -0.198
N 0.165 -0.054 0.121
C -0.056 0.018 0.050
N 0.027 0.001 -0.030
F -0.023 0.023 0.053
C 0.003 0.010 0.003
C -0.010 -0.032 -0.047
N 0.022 -0.015 0.001
C -0.100 0.021 0.032
N 0.038 -0.003 -0.024
Cl -0.019 0.017 0.002
C -0.035 0.003 0.004
C -0.013 0.013 -0.012
C 0.026 -0.002 -0.007
C -0.028 0.038 -0.004
C 0.014 -0.026 0.011
Cl 0.014 0.017 0.034
C -0.026 -0.017 0.030
N 0.073 -0.049 0.015
C -0.057 -0.025 -0.022
C 0.016 -0.001 -0.025
C 0.005 -0.017 0.021
C 0.017 -0.023 0.011
C 0.021 0.019 -0.011
C 0.018 0.004 -0.037
C 0.031 0.074 -0.023
C -0.002 -0.120 -0.007
O -0.028 0.021 -0.031
O 0.001 0.068 0.076
H 0.000 0.001 -0.004
H -0.001 -0.002 0.005
H 0.008 -0.025 -0.010
H -0.006 0.008 0.018
H 0.001 -0.003 0.002
H 0.006 0.001 0.001
H 0.002 0.005 -0.002
H 0.001 -0.001 0.007
H -0.004 -0.010 -0.015
H -0.018 0.017 -0.003
C -0.067 0.084 0.058
Ge -0.013 0.001 -0.114
C -0.019 0.025 -0.084
C 0.020 -0.006 -0.013
C 0.021 -0.052 0.001
C -0.010 0.035 -0.008
C 0.019 0.009 0.000
C -0.018 -0.029 0.039
C 0.063 -0.011 -0.017
C 0.019 0.004 0.070
C 0.013 0.016 0.022
C 0.003 -0.014 -0.011
C -0.013 -0.006 -0.005
C -0.022 0.026 -0.006
C 0.009 -0.014 0.026
C -0.003 0.019 -0.019
C 0.010 0.000 -0.002
C -0.007 -0.007 0.003
C -0.001 0.009 -0.014
C 0.002 -0.018 0.016
H -0.014 -0.001 0.023
H 0.003 0.007 0.016
H -0.003 -0.002 -0.007
H -0.005 -0.001 0.001
H -0.007 -0.009 -0.003
H -0.018 0.032 -0.033
H -0.020 0.028 -0.004
H 0.003 -0.001 0.000
H -0.003 -0.003 0.001
H 0.017 -0.006 -0.002
H 0.003 0.010 0.004
H 0.000 0.001 0.000
H -0.003 -0.001 -0.001
H -0.002 -0.004 0.000
H -0.004 0.004 -0.001
C 0.058 -0.025 0.024
H -0.011 0.001 0.023
H -0.027 0.005 -0.011
H -0.009 -0.007 -0.003

=====

Record 2
ORCA calculation (ωB97M-V/def2-TZVPD) on a structure of composition C46H30AgCl3F14GeN3O2S2 in a non-equilibrium geometry.

The net charge is -1. The total energy comes out at -214554.260 eV. The HOMO-LUMO gap is 6.75 eV. As for the energy above the lowest of the compared OMol25 structures with the same formula, charge and spin: 0.000 eV. For the lowest unoccupied orbital energy, the calculation gives 1.77 eV. The HOMO energy comes out at -4.98 eV.

Element x y z (Å)
Ag 0.85629 0.05765 -0.05023
F -4.51726 3.57130 -0.17868
C -3.65264 2.77151 0.47346
C -2.29217 3.03828 0.45718
F -1.81466 4.11208 -0.19849
C -1.42566 2.19494 1.14072
F -0.12549 2.49453 1.10686
C -1.85236 1.10677 1.88326
S -1.52657 -0.70532 -0.46604
C -3.22005 0.87524 1.88588
F -3.73663 -0.13576 2.59179
C -4.11529 1.67622 1.18965
F -5.43673 1.42627 1.23291
Cl 5.42915 2.82603 -4.94288
C 3.73128 3.09686 -5.00494
C 3.04826 3.48740 -3.86397
C 1.68020 3.67119 -3.92627
C 0.97798 3.47193 -5.10975
C -0.53073 3.56494 -5.13065
C -1.13912 2.13133 -4.98333
N -0.30774 1.28628 -4.17844
C 0.57912 0.35269 -4.64074
C 1.29673 -0.05819 -3.55647
N 0.87267 0.60876 -2.45126
C -0.07935 1.41056 -2.85423
O -0.95107 4.41389 -4.09530
C -2.16940 5.08613 -4.33683
C -2.38795 6.04995 -3.21400
C -1.67402 7.20160 -3.05508
Cl -0.45926 7.78559 -4.10019
S -2.12982 8.07172 -1.63014
C -3.29099 6.86026 -1.24775
C -3.31651 5.86263 -2.16166
C 1.69533 3.10382 -6.24246
Cl 0.88220 2.86780 -7.75136
C 3.06492 2.91173 -6.20597
H 3.57478 3.62981 -2.93480
H 1.13505 3.97861 -3.04910
H -0.86833 3.96528 -6.10050
H -1.24237 1.67743 -5.97139
H -2.12644 2.22091 -4.51973
H 0.59225 0.04617 -5.66589
H 2.07941 -0.78737 -3.49940
H -0.63595 2.07335 -2.22018
H -3.01101 4.38064 -4.38920
H -2.10519 5.62739 -5.29477
H -3.88049 6.95179 -0.35906
H -3.96634 5.00924 -2.10045
H 3.60150 2.61238 -7.09284
C -1.73317 -2.16735 -1.58451
C -0.59498 -3.11653 -1.68389
C -0.39159 -4.13469 -0.74974
C 0.55159 -5.11946 -0.96294
C 1.32654 -5.10264 -2.12543
C 1.18722 -4.04520 -3.02630
C 0.23395 -3.07626 -2.80469
C 2.18542 -6.17583 -2.43193
N 2.84414 -7.07247 -2.71493
H -2.61674 -2.67775 -1.20020
H -1.94981 -1.75486 -2.57202
H -1.01032 -4.16931 0.13451
H 0.68091 -5.92524 -0.25318
H 1.79958 -4.01405 -3.91581
H 0.09096 -2.28504 -3.52583
F 1.58739 3.44738 2.94050
C 2.82347 2.95871 2.85724
F 3.63930 4.01773 2.69333
F 3.11610 2.45387 4.06496
C 2.96610 1.87775 1.73320
O 1.98974 1.01881 1.74078
C 4.34293 1.17129 1.96590
F 5.38462 2.00529 2.14587
F 4.31874 0.37463 3.03213
F 4.65852 0.39779 0.91984
C 3.11117 2.64152 0.36850
F 2.88927 1.83033 -0.66931
F 4.33635 3.16140 0.15442
F 2.25768 3.65959 0.24073
Ge -0.57243 0.14074 3.09536
C 0.89171 -1.15264 2.81065
C 1.82511 -1.12803 3.83497
C 2.89542 -2.00063 3.83604
C 3.04732 -2.91116 2.80430
C 2.09463 -2.97595 1.80448
C 1.01297 -2.10457 1.81179
C -1.75661 -0.95587 4.25165
C -2.35322 -0.44440 5.39413
C -3.16196 -1.23643 6.18895
C -3.39721 -2.55461 5.83806
C -2.80976 -3.07883 4.69845
C -1.98997 -2.28434 3.91909
H -0.05270 1.28750 3.92818
H 1.73093 -0.38665 4.61790
H 3.62362 -1.95155 4.63261
H 3.91067 -3.56153 2.77725
H 2.18485 -3.71016 1.01586
H 0.24533 -2.20028 1.05256
H -2.17907 0.59296 5.65233
H -3.60844 -0.82634 7.08520
H -4.03133 -3.17631 6.45515
H -2.99760 -4.10790 4.42130
H -1.52903 -2.68507 3.02505

Force components x, y, z for each atom (eV/Å):
Ag -0.047 -0.016 -0.021
F 0.180 -0.180 0.139
C 0.157 -0.119 0.110
C 0.030 -0.029 -0.036
F -0.128 -0.251 0.034
C -0.239 0.093 0.154
F -0.258 0.249 -0.168
C 0.256 -0.003 0.045
S -0.049 -0.427 0.194
C 0.000 0.094 0.000
F -0.187 0.074 -0.277
C -0.072 0.088 0.054
F 0.246 0.018 -0.053
Cl 0.364 -0.034 0.018
C -0.461 0.038 -0.060
C 0.066 -0.056 -0.056
C -0.024 0.050 -0.211
C -0.132 0.183 -0.187
C -0.071 -0.324 -0.449
C -0.124 0.647 -0.167
N -0.131 -0.271 0.241
C 0.233 -0.260 -0.104
C 0.046 0.171 -0.300
N 0.122 0.192 0.301
C 0.001 -0.077 0.270
O 0.241 -0.124 0.298
C -0.114 0.187 -0.064
C 0.247 0.089 -0.270
C -0.351 0.020 0.404
Cl 0.175 0.101 -0.134
S 0.002 -0.475 -0.370
C 0.123 0.255 -0.039
C -0.054 0.145 0.018
C 0.162 0.107 0.446
Cl -0.165 -0.136 -0.348
C 0.082 0.022 0.073
H 0.090 -0.007 0.114
H -0.022 0.028 0.136
H 0.091 -0.010 0.191
H -0.020 0.001 0.140
H 0.064 -0.051 -0.122
H 0.039 -0.001 -0.275
H 0.160 -0.156 -0.054
H -0.174 0.140 0.069
H 0.068 0.070 -0.019
H -0.024 -0.123 0.095
H -0.143 0.014 0.234
H -0.111 -0.158 0.083
H 0.024 0.000 -0.049
C -0.086 0.801 0.256
C 0.063 -0.252 -0.174
C -0.060 0.138 -0.067
C 0.106 -0.059 -0.109
C -0.591 0.867 0.238
C 0.052 -0.168 0.011
C -0.118 0.042 0.126
C 0.445 -0.539 -0.112
N 0.257 -0.242 -0.046
H 0.000 -0.080 -0.165
H -0.069 -0.241 -0.037
H -0.093 0.008 0.114
H -0.034 -0.022 0.024
H 0.051 -0.049 -0.068
H -0.017 0.002 -0.034
F -0.237 -0.093 -0.135
C 0.018 0.313 0.241
F 0.185 0.157 -0.174
F -0.027 -0.256 0.161
C 0.819 0.679 -0.155
O -0.686 -0.591 -0.285
C 0.439 -0.168 0.098
F 0.128 0.202 0.166
F -0.155 -0.109 0.192
F -0.096 -0.162 -0.368
C 0.462 0.237 -0.327
F -0.129 -0.296 -0.088
F 0.193 0.146 0.038
F -0.469 0.227 0.163
Ge -0.552 -0.679 0.195
C -0.572 0.248 -0.138
C -0.035 0.113 0.091
C 0.013 -0.045 0.120
C 0.110 -0.077 -0.006
C 0.011 -0.040 -0.060
C -0.208 -0.283 -0.064
C 0.298 0.271 -0.207
C 0.160 0.205 -0.082
C -0.128 0.015 0.196
C -0.053 -0.059 0.110
C -0.064 -0.136 -0.019
C 0.118 0.023 -0.161
H 0.245 0.272 0.286
H 0.083 0.040 0.103
H 0.093 0.016 0.041
H 0.021 -0.090 0.027
H 0.012 -0.030 -0.101
H 0.036 0.081 -0.014
H -0.034 0.059 0.138
H -0.047 0.023 0.039
H -0.047 -0.030 0.042
H 0.018 -0.046 -0.027
H 0.005 -0.131 -0.020